# 1
35
Properties=species:S:1:pos:R:3:forces:R:3:lowdin_charge:R:1 method="wB97M-V/def2-TZVPD" homo_ev="-3.105 / -3.094" total_charge=-1 total_energy_ha=-3660.95071 spin_multiplicity=2 e_lumo_ev="2.51 / 1.98" orbital_gap_ev="5.6 / 5.1"
Ti -1.6020 1.2198 -2.6022 0.146 0.298 0.152 -0.43
S -3.5198 2.2679 -1.7002 -0.047 -0.105 0.207 -0.14
S -3.1248 2.5967 -3.7055 0.054 -0.003 -0.228 -0.14
S 0.3387 3.1375 -2.4018 -0.007 -0.001 -0.014 -0.02
S 0.3857 1.8552 -3.9127 -0.046 -0.004 -0.003 -0.03
C 0.2028 2.2759 1.6010 -0.031 0.006 0.005 -0.09
N 0.6686 0.9271 1.3195 0.118 -0.007 0.017 -0.29
C 1.8094 0.5134 2.1086 -0.017 0.043 -0.017 -0.13
P -0.0666 -0.0146 0.1718 -0.195 0.029 0.057 0.54
O -0.9163 0.8944 -0.6461 0.130 0.043 -0.043 -0.49
N -1.0235 -1.1958 0.8042 -0.057 -0.024 0.034 -0.30
C -2.4734 -1.1198 0.6676 -0.071 -0.054 0.045 -0.09
C -0.5434 -2.0017 1.9053 -0.022 -0.033 -0.002 -0.12
N 1.2001 -0.8400 -0.4803 0.059 0.017 -0.402 -0.29
C 0.9705 -2.0790 -1.2377 0.042 -0.010 0.171 -0.12
C 2.2525 -0.0311 -1.1076 0.020 -0.029 0.128 -0.10
H -0.1431 2.3593 2.6372 0.002 0.000 0.001 0.08
H -0.6088 2.5404 0.9290 -0.008 -0.009 -0.012 0.07
H 1.0186 2.9914 1.4523 0.000 -0.008 0.002 0.08
H 1.5591 0.4491 3.1736 -0.011 0.002 0.006 0.08
H 2.6237 1.2391 1.9994 0.004 -0.001 0.014 0.08
H 2.1753 -0.4539 1.7740 -0.010 -0.019 0.006 0.07
H -2.7453 -0.6160 -0.2563 0.040 0.009 -0.009 0.04
H -2.9346 -0.5967 1.5140 0.008 0.002 0.005 0.09
H -2.8738 -2.1362 0.6291 0.013 0.006 -0.003 0.08
H 0.5306 -2.1668 1.8196 0.015 0.014 0.000 0.07
H -1.0335 -2.9784 1.8817 0.004 -0.001 0.000 0.08
H -0.7486 -1.5431 2.8817 -0.005 0.005 0.004 0.08
H 0.2524 -2.7093 -0.7191 -0.016 0.025 -0.021 0.07
H 1.9242 -2.6081 -1.3055 0.018 -0.015 0.006 0.08
H 0.5824 -1.8702 -2.2363 0.012 -0.001 0.005 0.01
H 2.3570 0.9268 -0.6002 -0.016 -0.004 -0.016 0.07
H 2.0245 0.1649 -2.1575 -0.023 0.006 -0.014 0.05
H 3.2010 -0.5705 -1.0439 0.006 0.001 0.006 0.08
S -1.7196 -0.8279 -3.1565 -0.112 -0.178 -0.086 -0.02

=====

# 2
21
Properties=species:S:1:pos:R:3:forces:R:3:lowdin_charge:R:1 method="wB97M-V/def2-TZVPD" homo_ev="-6.516 / -6.516" total_charge=0 total_energy_ha=-274.93744 e_lumo_ev="1.03 / 1.03" orbital_gap_ev="7.5 / 7.5"
C 0.3688 -1.1489 -1.7659 0.060 -0.005 0.000 -0.06
C -0.6035 -0.5026 -0.7908 -0.060 -0.013 -0.090 -0.37
C -0.7186 -1.0491 0.5708 -0.053 -0.064 0.115 -0.17
C 0.4528 -1.3715 1.3465 0.005 -0.089 -0.039 -0.13
C -0.1725 0.8218 -0.1672 0.057 0.104 0.093 -0.44
C 1.2205 1.0142 0.2705 0.026 0.103 -0.074 -0.06
C -1.2158 1.7303 0.4646 -0.044 0.024 0.019 -0.06
H 0.5001 -0.5298 -2.6614 -0.016 -0.072 0.127 0.08
H -0.0176 -2.1251 -2.0761 0.043 0.139 0.050 0.08
H 1.3540 -1.3145 -1.3185 -0.145 0.028 -0.056 0.07
H -1.5794 -0.3699 -1.2676 0.133 -0.027 0.083 0.14
H -1.6632 -0.8998 1.0852 0.127 0.007 -0.074 0.10
H 1.1506 -2.0871 0.8942 -0.085 0.126 0.060 0.08
H 0.2329 -1.6734 2.3730 0.025 0.053 -0.139 0.08
H 1.1160 -0.3829 1.3761 -0.029 -0.091 0.047 0.08
H 1.4414 1.8229 0.9610 -0.050 -0.122 -0.075 0.08
H 0.5551 1.5407 -0.8568 -0.012 0.010 -0.070 0.18
H 2.0448 0.6119 -0.3108 -0.138 0.007 0.098 0.07
H -2.2204 1.4572 0.1253 0.154 0.026 0.044 0.08
H -1.2038 1.6784 1.5600 0.016 -0.002 -0.149 0.08
H -1.0422 2.7774 0.1877 -0.013 -0.144 0.031 0.08

=====

# 3
37
Properties=species:S:1:pos:R:3:forces:R:3:lowdin_charge:R:1 method="wB97M-V/def2-TZVPD" homo_ev=-8.873 total_charge=0 total_energy_ha=-1803.86377 e_lumo_ev=0.32 smiles="O=C(CSc1nnc(CNC(=O)c2cccs2)o1)c1ccccc1" orbital_gap_ev=9.2
O 2.3492 1.6235 -1.4887 0.208 0.006 0.023 0.08
C 2.9302 1.4211 -0.4510 0.042 0.274 -0.028 -0.46
C 4.1151 0.5450 -0.3471 0.458 -0.362 -0.271 -0.17
C 5.1004 0.7138 0.6241 -0.248 0.040 -0.191 -0.03
C 6.1852 -0.1421 0.6629 0.148 -0.064 0.051 -0.08
C 6.2910 -1.1789 -0.2509 0.036 0.047 0.062 -0.08
C 5.3168 -1.3500 -1.2210 -0.011 -0.012 -0.051 -0.07
C 4.2398 -0.4870 -1.2761 -0.044 0.138 0.102 -0.01
H 3.4690 -0.6042 -2.0218 -0.080 -0.008 -0.066 0.12
H 5.3995 -2.1557 -1.9347 -0.003 -0.073 -0.055 0.10
H 7.1354 -1.8508 -0.2068 0.065 -0.053 0.007 0.10
H 6.9511 -0.0030 1.4117 0.060 0.014 0.050 0.10
H 5.0390 1.5270 1.3319 -0.030 0.057 0.114 0.11
C 2.4803 2.0753 0.8531 -0.721 -0.059 -0.014 -0.37
H 2.9044 3.0764 0.9392 0.000 0.002 0.038 0.10
H 2.7428 1.4718 1.7191 0.103 0.058 -0.060 0.08
S 0.6738 2.2990 0.8425 0.100 0.566 0.144 1.03
C 0.3065 0.6540 0.5154 0.509 -0.581 0.085 -0.67
N 1.1585 -0.3199 0.4060 0.210 1.309 0.443 0.06
N 0.4388 -1.4243 0.1197 -1.127 -1.165 -0.381 0.11
C -0.8022 -1.0780 0.0782 0.648 -0.249 -0.015 -0.30
O -0.9642 0.2503 0.3233 -0.008 0.112 0.020 0.09
C -1.9864 -1.9388 -0.1870 -0.183 -0.209 0.181 -0.08
N -3.1598 -1.1607 -0.4784 0.180 -0.006 -0.280 0.05
C -4.1752 -1.0701 0.4249 0.097 -0.231 0.044 -0.51
O -4.2038 -1.7370 1.4413 -0.051 0.026 0.121 0.07
C -5.2523 -0.1381 0.0735 -0.501 0.514 -0.205 -0.43
C -6.3862 0.0702 0.8116 0.471 -0.226 -0.119 -0.10
C -7.2454 1.0292 0.2443 -0.066 0.152 -0.154 -0.17
C -6.7586 1.5426 -0.9168 0.294 -0.075 -0.152 -0.40
S -5.2421 0.8674 -1.3425 -0.343 -0.128 0.475 1.05
H -7.1985 2.2829 -1.5557 -0.127 0.153 -0.098 0.06
H -8.1829 1.3260 0.6786 -0.158 0.069 0.043 0.10
H -6.5760 -0.4587 1.7276 0.022 -0.120 0.156 0.12
H -3.1264 -0.5246 -1.2598 -0.027 -0.077 0.080 0.10
H -1.7467 -2.6288 -1.0025 -0.001 0.087 0.152 0.14
H -2.2202 -2.5247 0.7118 0.079 0.076 -0.250 0.14

=====

# 4
47
Properties=species:S:1:pos:R:3:forces:R:3:lowdin_charge:R:1 method="wB97M-V/def2-TZVPD" homo_ev=-12.760 total_charge=+1 total_energy_ha=-810.55153 e_lumo_ev=-3.08 orbital_gap_ev=9.7
C -1.8773 3.2751 1.5675 0.110 -0.123 -0.025 -0.10
C -0.6433 3.2493 0.6488 -0.017 -0.024 -0.033 -0.25
C -0.3551 1.8635 0.0695 -0.082 0.054 0.045 -0.21
C 0.1678 0.9131 1.1445 0.009 0.066 -0.020 -0.15
C 0.0344 -0.5503 0.7641 -0.082 -0.119 0.116 -0.32
C 0.7538 -1.4054 1.8000 -0.086 0.139 0.080 -0.06
N 0.8752 -2.8413 1.3642 0.019 -0.104 0.171 0.11
C 1.2740 -3.0258 -0.1115 0.098 -0.071 -0.113 -0.18
C 0.1284 -3.7618 -0.8384 0.054 -0.028 0.033 -0.12
C -0.1091 -3.4357 -2.3185 0.090 0.002 -0.050 -0.15
C 0.8883 -4.0980 -3.2714 -0.001 -0.014 0.142 -0.22
O 2.1144 -3.4025 -3.3838 0.031 0.054 0.036 -0.20
C 2.0880 -2.3379 -4.3218 -0.006 0.037 -0.013 -0.09
C 1.6340 -1.6510 -0.6422 -0.173 -0.011 0.121 -0.14
O 0.5172 -0.7944 -0.5538 0.117 0.034 -0.128 -0.07
H -1.6637 3.7188 2.5389 -0.079 0.056 -0.036 0.05
H -2.2425 2.2612 1.7563 -0.044 0.053 0.019 0.07
H -2.6997 3.8248 1.1102 -0.007 -0.004 0.056 0.07
H 0.2407 3.5880 1.1969 -0.005 0.046 -0.067 0.11
H -0.7851 3.9407 -0.1832 0.063 0.049 0.059 0.10
H -1.2775 1.4598 -0.3619 0.026 -0.004 -0.018 0.12
H 0.3711 1.9350 -0.7414 -0.034 -0.057 0.003 0.11
H 1.2200 1.1375 1.3560 -0.045 0.047 0.009 0.13
H -0.3954 1.0753 2.0704 0.088 -0.050 0.014 0.13
H -1.0326 -0.8111 0.7634 0.050 -0.046 -0.069 0.16
H 1.7587 -1.0347 1.9913 0.025 -0.054 -0.069 0.14
H 0.2052 -1.3857 2.7400 0.028 -0.032 0.014 0.15
H -0.0109 -3.3207 1.5316 -0.001 0.023 -0.093 0.17
H 1.5579 -3.2992 1.9680 -0.025 -0.017 -0.037 0.18
H 2.1675 -3.6493 -0.0912 0.027 0.038 -0.077 0.16
H 0.3356 -4.8336 -0.7707 -0.087 -0.006 0.106 0.12
H -0.8093 -3.6054 -0.2933 0.018 0.175 -0.059 0.12
H -1.1071 -3.8011 -2.5679 0.008 -0.035 0.019 0.13
H -0.1331 -2.3569 -2.4870 -0.046 -0.022 0.024 0.11
H 0.4366 -4.2225 -4.2599 -0.002 0.049 -0.016 0.12
H 1.1431 -5.0945 -2.8984 -0.036 0.009 -0.065 0.13
H 1.6227 -1.4300 -3.9156 -0.026 -0.067 0.014 0.08
H 3.1185 -2.1110 -4.5879 -0.018 -0.007 0.040 0.10
H 1.5430 -2.6253 -5.2256 0.041 -0.018 0.008 0.09
H 2.5102 -1.2427 -0.1256 -0.017 -0.023 0.018 0.14
H 1.9021 -1.7542 -1.6856 0.005 0.010 -0.147 0.11
C -2.5543 7.3092 2.8842 -0.011 0.024 0.022 -0.07
C -2.6245 6.2193 3.8503 -0.015 -0.139 0.114 -0.29
N -2.6781 5.3537 4.6036 0.038 0.105 -0.141 0.13
H -2.2577 6.9216 1.9111 -0.001 0.003 0.000 0.08
H -3.5274 7.7883 2.7947 0.003 0.000 -0.002 0.09
H -1.8246 8.0475 3.2110 -0.003 0.002 -0.004 0.08

=====

# 5
8
Properties=species:S:1:pos:R:3:forces:R:3:lowdin_charge:R:1 method="wB97M-V/def2-TZVPD" homo_ev=-3.261 total_charge=-1 total_energy_ha=-1098.86833 e_lumo_ev=3.76 orbital_gap_ev=7.0
C 0.0569 -0.4034 0.0668 -0.194 -2.253 3.838 -0.86
C -0.1173 -0.0193 3.5435 -3.703 0.821 -0.426 -0.22
O -1.2426 0.2379 3.2672 3.724 -0.507 1.204 -0.21
O -0.8516 -1.3965 -0.3029 -1.799 -0.172 -0.721 -0.46
O -2.5630 0.7161 0.0257 -0.334 -0.245 -0.488 -0.55
S 1.0415 -0.9759 1.5129 0.250 0.843 -1.634 0.33
S -1.7318 -0.2902 0.6947 1.779 0.110 -1.302 0.93
H 0.4872 0.0112 -0.8053 0.278 1.403 -0.472 0.04

=====

# 6
70
Properties=species:S:1:pos:R:3:forces:R:3:lowdin_charge:R:1 method="wB97M-V/def2-TZVPD" homo_ev="-13.410 / -13.594" total_charge=+2 total_energy_ha=-4948.79036 spin_multiplicity=5 e_lumo_ev="-6.53 / -8.83" orbital_gap_ev="6.9 / 4.8"
C -1.3930 -3.6535 -0.6033 1.125 0.557 -1.137 -0.01
C -0.8639 -2.2043 -0.1760 -7.182 -1.169 1.628 -0.73
H -2.4650 -3.7119 -0.4435 0.097 0.566 0.187 0.11
H -0.9713 -4.5076 -0.1245 0.814 -0.343 -0.185 0.05
H -1.2234 -3.6042 -1.6589 0.131 -0.998 -0.721 0.01
O -1.8622 -1.7389 0.3506 3.442 0.887 -0.547 0.01
I 0.9418 -1.0595 -0.5689 0.509 1.303 -0.118 1.50
Rh 1.3691 -4.7810 -4.1940 1.382 -0.401 0.505 0.44
P 0.4153 -2.2312 -2.9801 -0.980 2.696 -1.425 0.63
C -0.7713 -0.6510 -2.9412 0.211 -1.185 0.175 -0.26
C 1.6375 -1.3785 -4.0258 0.079 -0.480 0.363 -0.28
H 1.1363 -1.1743 -4.9707 0.264 0.098 -0.066 0.06
H -0.5552 -2.4257 -5.1385 -0.391 -0.049 -0.194 0.06
H 2.4812 -2.0460 -4.1450 0.498 0.170 -0.325 0.04
H -0.0514 -4.1153 -4.5880 -2.772 1.805 -0.307 -0.03
H -0.1675 0.2670 -2.7917 -0.491 -0.575 -0.234 0.00
H 1.9276 -0.4425 -3.5554 0.271 -0.024 -0.046 0.03
C -0.5456 -3.0404 -4.2493 1.221 -2.506 -0.406 -0.31
H -1.2938 -0.6431 -3.9200 0.232 0.159 0.654 0.07
H -1.5041 -3.2991 -3.8211 -0.337 -0.236 -0.442 0.06
H -1.4818 -0.7368 -2.0928 0.160 0.257 -0.790 0.02
P 1.1239 -3.0297 1.1211 -0.153 -0.792 1.954 0.64
C 0.3696 -2.0130 2.4220 -0.271 0.103 0.217 -0.24
C 0.6735 -4.6759 1.6856 0.105 -0.830 0.035 -0.21
H 3.4196 -3.6147 0.9156 0.126 -0.140 -0.071 0.07
H 2.8586 -3.3535 2.5742 0.329 0.033 0.085 0.07
H 3.2844 -1.9755 1.5447 -0.108 0.257 -0.042 0.05
C 2.8368 -2.9612 1.5575 0.824 -0.338 0.106 -0.25
H 1.1848 -5.4399 1.0808 -0.239 0.129 0.259 0.08
H 1.0811 -4.6589 2.7068 -0.182 -0.441 -0.178 0.07
H 0.2782 -2.6564 3.2977 0.199 0.251 0.204 0.07
H -0.6334 -1.6691 2.1756 0.094 -0.022 0.027 0.03
H -0.4075 -4.8642 1.7224 0.421 0.124 0.049 0.07
H 0.9933 -1.1407 2.6086 0.094 0.000 0.233 0.05
Cl 2.6163 -5.8671 -2.6626 0.071 0.066 0.246 -0.24
O -0.8473 0.4355 -0.1265 1.733 -0.015 0.368 -0.69
As -0.4883 1.8975 0.6931 1.897 -0.237 -1.333 1.28
C 0.0344 3.0619 -0.8095 -0.655 0.366 0.855 -0.31
C -0.4661 4.3575 -0.6602 0.262 0.189 -0.359 -0.11
C -0.1665 5.3283 -1.6217 0.113 -0.525 0.293 -0.04
C 0.6176 4.9785 -2.7278 -0.223 0.273 0.143 -0.05
C 1.0926 3.6783 -2.8967 -0.134 -0.721 0.809 -0.05
C 0.8186 2.6934 -1.9122 -0.263 0.541 -0.009 -0.10
C -2.1968 1.9432 1.3687 -2.685 0.681 0.441 -0.34
C -2.6196 1.1823 2.4690 0.215 0.111 0.625 -0.09
C -3.9331 1.2619 2.9480 -0.067 0.380 -0.275 -0.06
C -4.8666 2.0640 2.2842 0.117 0.805 -0.393 -0.05
C -4.4974 2.7240 1.0914 0.156 -0.175 0.395 -0.05
C -3.1822 2.6049 0.6131 -0.117 0.892 -0.196 -0.09
C 0.9951 2.0769 2.0143 -0.090 0.787 -0.241 -0.29
C 0.7827 1.8695 3.3817 0.101 -0.491 -0.283 -0.10
C 1.8415 2.0117 4.2983 -0.715 0.007 -0.711 -0.06
C 3.1107 2.3624 3.8417 -0.029 -0.500 -0.508 -0.05
C 3.3216 2.5845 2.4653 -0.214 0.266 -0.242 -0.05
C 2.2294 2.6005 1.5606 -0.149 -0.820 0.317 -0.08
H -1.0853 4.5840 0.2152 0.270 0.201 -0.385 0.11
H -0.5299 6.3384 -1.4647 0.077 -0.076 -0.248 0.12
H 0.8544 5.7520 -3.4609 -0.046 -0.333 0.148 0.12
H 1.6869 3.4198 -3.7729 -0.126 0.080 0.260 0.11
H 1.1955 1.6655 -1.9784 -0.044 0.509 -0.163 0.06
H -1.9191 0.5483 3.0185 -0.146 0.260 -0.150 0.09
H -4.2236 0.7941 3.8930 0.247 -0.079 -0.467 0.12
H -5.8567 2.2810 2.7219 0.623 -0.420 -0.311 0.12
H -5.2003 3.4153 0.5924 0.420 -0.717 0.201 0.12
H -2.9126 3.1175 -0.3388 -0.211 -0.361 0.903 0.11
H -0.2253 1.5688 3.6681 0.443 0.056 0.422 0.08
H 1.6444 1.7948 5.3387 0.115 0.184 0.076 0.11
H 3.9404 2.4015 4.5590 -0.319 0.029 -0.487 0.12
H 4.3526 2.7154 2.0973 -0.720 0.406 0.201 0.12
H 2.2597 2.9848 0.5254 0.569 -0.486 0.610 0.10

=====

Largest force on an atom
In order: 0.41 0.17 1.67 0.21 4.45 7.46
Unit: eV/A
Relative energy (zero: lowest compared OMol25 entry of this formula, charge and spin)
In order: 0.0 469.5 42.8 234.7 322.2 810.0
Unit: kJ/mol